121
Properties=species:S:1:pos:R:3:forces:R:3:mulliken_charge:R:1 method="wB97M-V/def2-TZVPD" homo_lumo_gap_ev=5.2 e_lumo_ha=0.0736 charge=-1
C 3.92844 -3.09065 -0.16436 0.75 -0.70 -0.78 -0.417
C 3.18717 -2.06003 0.18048 -1.69 0.13 2.89 -0.305
Nb 0.99376 -2.04628 -0.28316 3.32 -1.54 -1.18 -1.184
O 1.24187 -3.98502 -1.00477 -0.66 1.27 0.36 -0.834
C 0.76906 0.05118 0.53482 -0.54 0.00 -0.68 -0.598
C -0.28982 0.96487 -0.13196 -0.03 0.25 1.06 -0.868
C -1.67683 0.35324 -0.27206 -0.09 0.27 -0.96 1.033
C -2.78167 1.39337 -0.58804 0.26 -0.87 0.52 -1.137
C -4.10713 1.10540 0.16178 0.58 0.77 -0.83 -0.289
C -5.25473 1.07690 -0.84516 -0.42 -0.05 1.00 -0.665
C -6.62834 0.91904 -0.19000 -0.21 -0.61 0.13 -0.976
C -6.68425 -0.16253 0.89987 0.15 -0.14 -0.33 -1.058
C -6.09993 -1.51156 0.47338 -0.60 0.20 0.05 0.579
C -6.99282 -2.37304 -0.40790 0.61 -0.81 0.02 -0.672
C -6.27375 -3.72876 -0.64926 -0.32 0.88 -0.34 -1.183
C -5.15593 -3.62784 -1.70789 -0.09 -0.10 0.73 -0.136
C -3.73992 -3.39474 -1.12832 -0.21 -0.19 -0.81 0.039
C -2.79012 -4.57306 -1.31201 0.27 0.15 0.07 -0.997
C 1.29603 -1.29567 -2.46168 -0.41 0.24 0.01 -1.130
C 2.66974 -0.72966 -2.75020 -0.86 0.27 -0.96 0.279
O 2.98693 0.38362 -1.93128 0.41 0.08 0.22 -0.366
C 2.71082 -0.19204 -4.19603 0.71 0.47 1.89 0.729
F 2.53857 -1.12518 -5.10451 -0.17 -0.99 -0.96 -0.283
F 1.80841 0.75139 -4.37962 -1.02 0.77 -0.42 -0.254
F 3.89550 0.40494 -4.45115 0.80 0.03 -0.36 -0.310
B 0.64507 -2.86197 1.89425 -0.59 0.16 0.66 0.622
O 1.36571 -3.96231 2.39656 -0.58 -0.27 -0.64 -0.805
C -0.43549 -2.24696 2.92414 0.39 0.39 0.06 0.017
C 0.28429 -1.44611 4.04826 -0.02 -0.35 -0.02 -1.221
H 3.86406 -4.04647 0.34445 -0.87 -0.54 -0.79 0.214
H 4.63208 -3.02492 -0.99676 0.90 0.06 0.52 0.184
H 3.59541 -1.17126 0.65961 -0.23 1.02 -1.49 0.439
H -0.78462 -2.28781 -0.52589 -0.11 -0.38 0.72 0.729
H 0.42255 -4.26979 -1.43629 0.27 -0.07 0.13 0.199
H 0.58957 0.07964 1.61263 -0.01 -0.15 0.08 0.710
H 1.73203 0.54102 0.37329 0.22 -0.16 -0.02 -0.221
H -0.40893 1.84496 0.51840 0.01 0.17 -0.06 0.609
H 0.03629 1.36864 -1.08998 0.15 -0.19 -0.21 0.183
H -1.62736 -0.32202 -1.12578 -0.06 -0.34 0.08 -0.236
H -1.94591 -0.27425 0.57473 0.11 0.10 0.29 -0.564
H -2.37694 2.37695 -0.36213 -0.21 0.28 -0.01 0.378
H -2.98649 1.33354 -1.65590 0.06 0.29 -0.14 0.443
H -4.27462 1.89194 0.89824 -0.15 -0.04 0.21 0.366
H -3.99857 0.15995 0.68123 -0.17 -0.08 0.15 0.307
H -5.25073 2.00507 -1.41002 0.10 0.05 -0.29 0.536
H -5.07911 0.24258 -1.52103 0.02 -0.01 -0.29 0.203
H -7.36207 0.63005 -0.94579 -0.05 0.15 -0.19 0.370
H -6.99261 1.84811 0.24863 0.15 0.23 -0.04 0.406
H -7.73227 -0.30334 1.17570 -0.04 -0.04 0.16 0.444
H -6.15721 0.15355 1.79828 0.04 0.24 0.05 0.367
H -5.86689 -2.07589 1.37835 0.04 -0.11 0.03 0.365
H -5.16383 -1.38148 -0.05772 0.22 0.11 0.05 -0.670
H -7.96063 -2.57408 0.05115 -0.13 0.20 0.18 0.350
H -7.16954 -1.91583 -1.38196 -0.12 0.20 -0.03 0.344
H -7.02893 -4.45457 -0.95028 0.08 -0.21 0.02 0.396
H -5.84503 -4.01208 0.30991 -0.02 -0.45 0.09 0.457
H -5.39660 -2.80847 -2.38429 -0.12 0.01 -0.18 0.458
H -5.17505 -4.53942 -2.29412 0.20 -0.04 -0.22 -0.119
H -3.77735 -3.10844 -0.08336 -0.06 0.02 0.21 0.367
H -3.30717 -2.55799 -1.67252 0.21 0.23 0.21 -0.076
H -3.24465 -5.54210 -1.10372 -0.10 -0.01 0.19 0.363
H -1.92255 -4.41877 -0.67434 0.09 -0.18 0.15 0.122
H -2.40123 -4.60928 -2.32883 -0.13 -0.03 -0.21 0.184
H 0.50289 -0.59240 -2.73318 0.19 0.26 -0.19 0.332
H 1.17874 -2.16389 -3.11260 -0.15 -0.20 0.07 0.650
H 3.43626 -1.50451 -2.72468 0.10 -0.13 0.24 0.169
H 3.83161 0.21318 -1.49822 -0.23 0.04 -0.01 0.188
H 0.70954 -4.58465 2.75267 0.37 0.17 0.56 0.139
H -1.04767 -1.52420 2.39319 -0.39 -0.18 -0.16 -0.302
H -1.08006 -3.00968 3.37607 -0.09 -0.06 -0.08 0.559
H 0.16246 -1.92502 5.01809 0.09 -0.10 0.12 0.263
H -0.11439 -0.43911 4.14984 -0.01 0.13 -0.06 0.347
H 1.35675 -1.36789 3.86434 0.08 0.08 0.00 0.271
C 6.28260 -0.00345 1.46650 -0.15 0.13 0.35 -0.694
O 5.18235 0.88579 1.61202 0.20 -0.12 -0.07 -0.279
H 6.31108 -0.35375 0.43702 -0.08 0.02 -0.01 0.208
H 7.22264 0.50760 1.69632 0.07 -0.10 -0.06 0.285
H 6.15941 -0.86051 2.13402 0.15 -0.12 -0.12 0.301
H 5.17378 1.18078 2.52918 -0.16 0.09 -0.14 0.221
C 3.27699 3.05660 0.67774 -0.16 0.36 0.06 0.416
O 3.53718 3.87689 1.82443 -0.20 0.15 0.03 -0.743
H 3.00307 2.06390 1.01636 0.00 0.06 0.07 -0.071
H 2.45289 3.48019 0.09719 0.00 -0.14 -0.10 0.469
H 4.16956 2.99068 0.06387 -0.04 -0.15 -0.05 -0.301
H 3.78418 4.75027 1.49691 0.29 -0.15 0.02 0.311
C 1.00840 6.94943 2.71079 0.25 -0.33 -0.07 -0.316
O 2.24168 6.29173 2.97477 -0.10 0.14 -0.09 -0.504
H 1.02996 7.92181 3.19659 0.03 -0.01 0.03 0.017
H 0.87615 7.09119 1.63430 -0.18 0.09 0.03 0.244
H 0.17334 6.36933 3.11100 -0.12 0.12 -0.06 0.287
H 2.21320 5.42928 2.53918 0.12 -0.13 0.23 0.332
C -4.16366 -6.92128 -3.89540 0.15 0.22 -0.21 -0.567
O -4.55177 -5.62440 -4.33447 -0.01 -0.16 -0.14 -0.491
H -4.86533 -7.24047 -3.12822 -0.03 0.06 0.01 0.231
H -4.19304 -7.63303 -4.72555 0.01 -0.11 0.08 0.297
H -3.15739 -6.89686 -3.47026 -0.02 -0.12 0.07 0.251
H -3.92469 -5.34769 -5.01095 -0.07 0.06 0.11 0.278
C 5.70922 4.43445 -1.66576 0.14 0.36 -0.04 -0.297
O 5.95645 5.24496 -0.51176 0.05 -0.05 0.05 -0.521
H 5.44029 3.43855 -1.33362 0.01 0.01 0.05 0.076
H 4.88477 4.85640 -2.24443 -0.01 -0.17 -0.11 0.260
H 6.60588 4.37538 -2.28435 -0.10 -0.07 -0.14 0.165
H 6.19092 6.12531 -0.82243 -0.11 -0.07 0.07 0.292
C -0.16406 10.50547 2.76824 -0.32 0.01 0.20 -0.582
O -1.36005 9.74834 2.61970 0.04 0.03 -0.06 -0.488
H 0.56211 10.14225 2.04598 -0.05 -0.06 -0.02 0.221
H -0.35399 11.56602 2.58094 0.13 0.03 0.00 0.295
H 0.23892 10.37767 3.77660 0.16 0.09 -0.05 0.268
H -1.99532 10.07631 3.26425 0.04 -0.09 -0.08 0.287
C -0.12924 -7.48153 4.47998 -0.12 0.21 0.19 -0.577
O -0.39229 -6.08577 4.41549 0.00 -0.08 -0.04 -0.408
H 0.32223 -7.78203 3.53811 0.00 0.06 -0.02 0.214
H 0.56413 -7.70454 5.29581 0.02 -0.13 -0.05 0.274
H -1.05752 -8.04128 4.62653 0.06 -0.12 -0.03 0.253
H -0.79124 -5.82294 5.25116 0.05 0.10 -0.14 0.263
C 9.65278 4.63786 -3.53264 -0.12 0.13 0.23 -0.563
O 8.54771 5.52269 -3.37825 0.09 0.04 0.01 -0.496
H 9.67634 4.30716 -4.56762 -0.06 0.03 -0.01 0.220
H 10.59013 5.14973 -3.29905 0.07 -0.10 -0.05 0.265
H 9.54056 3.76716 -2.88163 0.10 -0.06 -0.06 0.271
H 8.53684 5.80821 -2.45826 -0.04 -0.02 -0.10 0.292